Model one:
32 unconnected molecules or ions with the total composition H64O32, computed with the ωB97M-V functional and the def2-TZVPD basis.

Structure (XYZ):
```
96
Properties=species:S:1:pos:R:3
H 3.30179 1.05963 -3.53901
H 3.26454 1.77572 -2.20569
H 4.87256 -0.34645 -2.53714
H 4.15552 -1.67729 -2.61857
H 0.79376 -3.36136 4.99669
H -0.78162 -2.89159 1.58663
O 0.02034 -3.69659 4.54318
O 3.55524 -3.15404 -1.44100
H 0.20269 0.60629 -0.47302
O -1.50637 -4.18952 -1.91235
O -0.27516 3.10960 0.77796
O 2.88701 1.73918 2.22016
O -0.19488 -1.89344 -2.80691
H -3.73826 2.46424 1.49889
O 0.12094 0.43511 5.92093
H -3.62132 3.24731 -3.73700
O 1.52681 4.43236 -0.50456
H -1.80137 1.56704 -4.14100
O 0.33898 0.49949 0.46839
H -2.77785 4.90208 2.06120
H -0.19159 -0.00449 6.71170
O -3.92034 3.25009 2.01418
H -4.93600 0.60240 1.03904
H -0.31911 -0.02045 5.20326
H -1.83396 3.43990 -0.31649
O 1.53109 -4.36137 0.86858
O 2.32673 -0.66404 -4.90892
O -1.78773 -0.95115 4.31302
O -2.08475 5.54829 1.92608
H 2.16944 -1.13951 3.39022
H 0.70855 -1.58262 -2.74821
H -2.20567 -1.81218 4.29927
O -4.12676 0.79309 0.56469
O 1.99929 -2.03721 3.10489
O -0.67240 -1.96555 1.37044
H -4.55442 2.96429 2.67181
O -1.17864 1.12015 -4.71434
H -0.37594 0.95316 -2.94383
H 3.15353 -0.10178 5.01531
H -0.76834 1.82347 -5.21756
H 2.21452 -2.03745 2.17220
H -2.32750 -1.58164 0.33722
O -0.37069 -1.36771 -5.43598
O -2.08759 0.86971 2.21285
H 2.74749 -3.56446 -1.13226
H 1.79413 0.56449 5.01544
H -1.55242 -4.63339 -0.01345
H 3.60826 2.05157 0.22991
H 2.79895 1.30584 3.06910
H -2.92355 -3.62392 1.85988
O -3.04836 2.55828 -3.40058
O -2.54606 3.77459 -0.86160
H 0.56848 -1.22876 -5.55797
H -3.07217 2.66914 -2.45012
O -1.17166 -4.70545 0.86180
H 0.14833 -0.42356 0.63530
O -3.34687 -2.92585 2.35961
O 2.83819 1.74812 -3.06226
H 4.78927 1.17213 -0.12179
H -0.71655 -0.49996 -5.22712
H -2.13925 4.39280 -3.72503
H -3.54362 -3.32332 3.20787
H -1.66474 4.83305 -2.35649
H 1.77704 -5.28246 0.78289
H 2.82232 -0.87404 -4.11738
H -1.09756 -3.42584 -2.31966
O 3.17896 -1.52695 0.69217
H 0.09135 -1.68931 1.87701
H 1.51859 5.33335 -0.18146
H 0.57826 -4.35792 0.77726
H 4.03531 -1.11560 0.80919
H -0.90967 -4.91267 -2.10533
H -0.44329 -1.73840 -3.71822
H -2.17524 -2.16972 -1.04947
H 4.25230 -3.61530 -0.97454
H 0.25202 -3.66082 3.61512
O -2.76719 -1.64481 -0.51067
H -2.06949 -0.53458 3.49858
H 0.26505 3.74790 0.31215
H -3.88549 -0.03895 0.15757
H -1.33450 5.03603 1.62456
H -1.41062 1.18042 1.61169
H 1.04007 1.18650 -2.46178
H -3.04818 4.34328 -0.27792
H 2.04426 1.59642 1.78929
O 2.53916 0.36475 4.44863
H -2.87755 0.81172 1.67542
O 4.17354 -0.80222 -3.00607
H 1.50442 4.51896 -1.45757
H 3.15927 -1.78197 -0.23023
H -1.12670 -5.64719 1.02715
O -1.59410 5.04634 -3.28694
O 4.16967 1.79504 -0.50168
H 2.81530 0.05190 -5.31508
H 0.10164 2.26101 0.54528
O 0.14815 1.03855 -2.14742
```

Molecular weight (g/mol): 576.48
E_HOMO (eV): -10.34
Kohn-Sham gap (eV): 9.83


Model two:
32 unconnected molecules or ions with the total composition H64O32, computed with the ωB97M-V functional and the def2-TZVPD basis.

Structure (XYZ):
```
96
Properties=species:S:1:pos:R:3
H 7.41943 -19.67949 6.62558
O 0.80358 -20.31077 4.39616
O 9.18739 -16.90406 0.50368
O 7.15614 -19.16632 -2.76799
H 4.71107 -21.56862 -0.32743
H -0.68999 -24.50578 3.84752
H 0.77020 -21.22125 2.12210
H 7.17684 -17.38271 5.20783
H 2.47807 -22.95200 6.05547
H 4.82584 -22.99914 2.99916
H 3.00570 -19.31629 -2.00066
H 7.34467 -17.52568 6.68503
H 9.46562 -18.23522 7.09785
O 6.69112 -16.34334 -0.43624
H 5.12537 -14.69490 4.39166
O 0.80195 -21.60442 1.20029
O 1.47416 -19.69094 -0.86314
H 4.04839 -14.51484 3.31729
H 1.36474 -19.80109 3.79301
H 9.21813 -17.86227 8.46852
H 7.50879 -14.39942 -0.02026
H 2.91495 -22.20126 1.42545
O 4.99512 -14.66494 3.41800
H 4.39585 -15.65942 -2.90961
H 7.95859 -20.47420 4.45919
H 2.09638 -15.70832 3.54737
H 4.76065 -21.09454 6.53030
H 6.99856 -19.88454 -3.41787
H 1.22780 -17.56267 3.80592
H 2.96872 -18.80419 1.36401
H 5.91826 -20.68118 0.04186
O 7.94324 -14.25553 0.88334
H 7.30125 -16.65899 2.37563
O 0.38203 -17.52680 2.23931
H 8.04382 -21.05488 6.93674
H 9.43027 -16.04624 0.85279
O 2.95409 -19.48634 2.05875
H 1.84423 -20.12024 -0.10546
H 4.64315 -16.48715 2.18930
O 5.05466 -23.32943 3.87542
H 1.06239 -17.41496 1.50388
O 3.86880 -22.06417 1.48951
O 4.22132 -16.14518 -2.05686
H 1.40536 -21.04256 4.64797
O 1.84976 -18.09395 7.58012
H 5.49524 -16.82040 0.85837
H 5.09921 -18.00341 3.88617
H 5.61412 -18.92425 1.68390
H 4.41782 -19.61374 -1.78446
O 2.28857 -22.81293 5.13870
O 3.97700 -19.75104 7.16519
H -0.71271 -22.35779 6.35440
O 7.13242 -20.73284 4.01678
O 1.70609 -17.30110 4.66421
H 2.20584 -17.14509 -0.59374
H 5.93591 -23.64164 3.82992
O -0.05871 -21.93498 6.89140
H -0.24246 -18.10892 1.92418
H 0.37450 -23.47384 4.05681
H 2.61322 -17.71948 4.61623
O 5.56224 -21.62164 6.22903
H 0.85702 -20.30844 -1.22181
H 7.53749 -16.77821 -0.58645
H 4.12347 -17.07700 -2.19364
H 0.18591 -22.33236 1.26633
H 1.50252 -17.79764 6.71808
O 4.44372 -18.35421 4.46159
O -0.48385 -23.58449 3.60021
H 5.19288 -22.21307 5.57246
H 3.84832 -21.10810 1.64018
H 1.86257 -14.96514 2.13017
O 3.86651 -18.98110 -2.28228
H 3.24170 -19.37545 7.62497
H 6.25052 -16.37054 -1.34472
O 4.73082 -17.10735 1.45500
H 3.22557 -16.63855 0.48913
H 1.10665 -17.90414 8.17434
H 9.86510 -17.55474 0.60472
H 2.95716 -23.26165 4.62963
O 8.24088 -20.14109 6.71948
H 4.70767 -19.20861 7.51668
H 3.69602 -19.17375 2.63925
H 0.35821 -21.39891 6.19922
H 7.14691 -19.72591 -1.96980
O 2.34111 -14.97042 2.97126
H 6.13299 -20.06451 2.61432
H 7.12887 -18.09610 2.89137
O 6.73083 -17.77962 5.97238
O 6.11810 -19.70024 1.73579
O 5.34464 -20.93550 -0.70363
O 2.28549 -16.68765 0.29646
H 7.16232 -13.98419 1.43693
O 9.09312 -17.49140 7.56151
H 4.89322 -18.57182 5.30396
H 6.54958 -21.04636 4.75804
O 7.41757 -17.20860 3.16478
```

Molecular weight (g/mol): 576.48
E_HOMO (eV): -10.97
Kohn-Sham gap (eV): 10.99


From most stable to least stable, the computed energies give model two, model one.


Model one:
3 unconnected molecules or ions with the total composition C4H13NO2, computed with the ωB97M-V functional and the def2-TZVPD basis.

Structure (XYZ):
```
20
Properties=species:S:1:pos:R:3
H 1.98740 -0.47629 0.16356
C -1.26887 -0.18624 0.18937
H 0.73571 1.31457 -0.84123
N -1.24961 -1.45246 0.77076
H -0.08786 2.70292 -0.17228
H 2.80432 -0.54314 1.42874
H -2.58372 -0.52745 -1.47024
H -1.87514 -2.15458 0.41152
O 2.73892 -0.05116 0.60516
C -1.84955 0.10487 -0.98746
H -0.30610 -1.80199 0.83964
C 0.43381 1.78072 0.09239
C -0.49344 0.88913 0.91901
H -1.57335 1.02260 -1.48620
H 0.08034 -1.26625 -1.37207
H 0.06251 0.36014 1.69939
H 1.43018 -1.60919 -1.87422
H -1.21924 1.48311 1.46815
H 1.31076 2.04748 0.66959
O 0.92292 -1.63680 -1.05356
```

SMILES string: C=C(N)CC.O.O
Molecular weight (g/mol): 107.15
E_HOMO (eV): -8.47
Kohn-Sham gap (eV): 9.12


Model two:
2 unconnected molecules or ions with the total composition C4H13NO2, computed with the ωB97M-V functional and the def2-TZVPD basis.

Structure (XYZ):
```
20
Properties=species:S:1:pos:R:3
H -1.13477 -0.70758 -2.08593
C 0.00607 0.07146 -0.32643
C 0.53019 0.36088 2.13391
C -0.17069 -0.97119 -1.51629
H 1.10066 -0.25614 -3.25072
O 1.96528 0.71848 1.90677
H 1.05847 -2.02862 -2.95676
H 0.95164 0.62377 -0.53524
H -3.53482 2.18172 0.69102
H 2.14906 -1.14277 -1.97333
H -1.99129 1.92146 0.99526
N 0.08168 -0.56015 1.04635
O -2.90633 1.84351 1.35534
H -0.81898 -0.88907 1.25185
H 0.37769 -0.19150 3.05311
H -0.08268 1.23010 2.16610
C 1.12341 -1.03869 -2.44327
H 2.47712 -0.11225 1.82967
H -0.73306 0.93339 -0.20869
H -0.44864 -1.98680 -1.13274
```

SMILES string: CCCNCO.O
Molecular weight (g/mol): 107.15
E_HOMO (eV): -9.22
Kohn-Sham gap (eV): 9.99


Model three:
2 unconnected molecules or ions with the total composition C4H13NO2, computed with the ωB97M-V functional and the def2-TZVPD basis.

Structure (XYZ):
```
20
Properties=species:S:1:pos:R:3
C -0.42628 0.01287 -0.58662
H 1.35068 1.51663 0.65107
N -1.03951 -1.23201 -1.04968
H 2.81116 -2.18475 -1.51428
C -1.22219 1.28065 -0.93822
H 0.54565 0.01724 -1.10706
H -1.56841 -1.67886 -0.30992
C -0.08158 -0.06202 0.92624
H -1.97365 0.02575 1.29916
C 0.59590 1.23109 1.38430
H -0.63702 2.16595 -1.15349
H 3.12317 -1.56131 -0.24631
O -1.21679 -0.42649 1.69948
H -1.99845 1.02905 -1.65244
O 2.40878 -2.09572 -0.63736
H 0.68879 -0.83381 0.97567
H -1.90871 1.45142 -0.08713
H -0.11419 2.06763 1.45013
H -0.35835 -1.82363 -1.47874
H 1.02101 1.10031 2.37519
```

SMILES string: C[C@H](N)[C@@H](C)O.O
Molecular weight (g/mol): 107.15
E_HOMO (eV): -8.86
Kohn-Sham gap (eV): 9.38


From most stable to least stable, the computed energies give model three, model one, model two.